## w
Entry from the OMol25 dataset: the molecule C5H7PS (ωB97M-V with the def2-TZVPD basis set).

The value obtained for the frontier orbital gap (spin up / spin down) is 7.02 / 8.11 eV.

Cartesian coordinates (Å):
C  0.51718  1.25216  -0.92336
C  -1.51144  1.74723  -0.60377
C  0.82960  0.20638  -0.07964
C  1.78829  -0.78082  -0.27656
C  -0.23765  -0.16656  0.97573
P  -1.87302  0.67667  0.70096
S  -2.64775  -1.00767  -0.52686
H  0.81759  1.53792  -1.88006
H  -1.56205  2.83005  -0.54863
H  1.69776  -1.69480  0.27525
H  2.54470  -0.60324  -0.92418
H  -0.41372  -1.18949  0.86759
H  0.22762  -0.06927  1.96188
H  -3.92317  -0.75975  0.00793

## x
Entry from the OMol25 dataset: the molecule C5H7PS (ωB97M-V with the def2-TZVPD basis set).

Its SMILES is C/P=C/C=C\C=S. The value obtained for the frontier orbital gap (spin up / spin down) is 6.90 / 6.90 eV.

Cartesian coordinates (Å):
C  -0.86744  -1.92043  -0.83150
C  -0.36351  -0.65673  -1.10618
C  -0.71075  -2.56013  0.42487
C  0.11340  0.35985  -0.38461
C  0.87108  2.70615  0.97522
P  -0.16841  1.11146  1.07930
S  -0.71811  -4.20976  0.52136
H  -1.09914  -2.61872  -1.60317
H  -0.38329  -0.40783  -2.19584
H  -0.42399  -2.00830  1.20224
H  0.78791  1.01099  -0.93186
H  0.47482  3.46504  1.70309
H  1.85028  2.49358  1.18864
H  0.63714  3.23481  -0.04156

Quick ranking, most stable first: x, w.

## w
Entry from the OMol25 dataset: a cluster of 2 separate species, C7H18 in total (ωB97M-V with the def2-TZVPD basis set).

Its SMILES is CC(C)C.CCC. The value obtained for the frontier orbital gap is 11.20 eV.

Cartesian coordinates (Å):
C  -0.79774  1.59465  0.46031
C  0.00564  2.84393  0.70232
C  -1.40515  0.85499  1.65861
C  -1.79583  1.85230  -0.69730
H  0.12276  0.74074  0.14938
H  0.96307  2.57333  1.28835
H  -0.62328  3.56092  1.33325
H  -0.83823  -0.13517  1.80880
H  -1.36537  1.32943  2.62643
H  -2.51134  0.87301  1.55779
H  -1.90389  2.87229  -1.21307
H  -1.44053  1.18438  -1.48554
H  -2.85493  1.81420  -0.33008
H  0.29661  3.37794  -0.27250
C  1.56989  -2.05999  -1.18355
C  2.11699  -2.24216  0.37570
C  0.16962  -2.60635  -1.35865
H  1.50838  -0.94786  -1.43655
H  2.36905  -2.32420  -1.84901
H  2.90997  -1.51801  0.63451
H  -0.27256  -2.83839  -0.42321
H  -0.34106  -1.90382  -1.99458
H  2.51782  -3.21546  0.55821
H  1.24935  -2.21519  1.17248
H  0.35077  -3.46552  -2.08211

## x
Entry from the OMol25 dataset: a cluster of 2 separate species, C7H18 in total (ωB97M-V with the def2-TZVPD basis set).

Its SMILES is CC(C)C.CCC. The value obtained for the frontier orbital gap is 11.43 eV.

Cartesian coordinates (Å):
C  -2.18365  -1.19500  1.66048
C  -1.61448  -2.28226  0.76636
C  -1.12426  -0.70156  2.61158
H  -2.72902  -0.52063  1.07526
H  -2.99312  -1.46850  2.42544
H  -2.40693  -3.05661  0.56130
H  -0.57481  -1.50135  2.88747
H  -0.80608  -2.74045  1.26651
H  -1.35871  -1.93271  -0.22853
H  -0.46226  0.11629  2.16963
H  -1.54720  -0.05190  3.29007
C  1.56958  0.70198  -1.32951
C  0.27592  0.59834  -0.57414
C  1.32245  0.94060  -2.77727
C  2.21368  1.95740  -0.58259
H  2.31662  -0.08763  -1.26165
H  -0.60853  1.24723  -0.76839
H  2.11664  1.46557  -3.31682
H  1.08876  -0.03681  -3.25400
H  0.35022  1.56220  -2.86785
H  3.16700  2.31008  -1.08612
H  1.43740  2.82668  -0.73988
H  2.14601  1.78742  0.47285
H  0.53139  0.45572  0.48646
H  -0.12660  -0.39408  -0.88667

Quick ranking, most stable first: x, w.

## w
Entry from the OMol25 dataset: the molecule C2H2O3 (ωB97M-V with the def2-TZVPD basis set).

Its SMILES is O=C=C(O)O. The value obtained for the frontier orbital gap is 8.41 eV.

Cartesian coordinates (Å):
C  0.50501  0.05913  -0.70222
C  0.47501  0.60965  -2.00968
O  0.79124  1.31806  -2.87929
O  1.07230  -1.07403  -0.37894
O  -0.41188  0.55680  0.22443
H  0.36954  -1.55463  0.25890
H  -0.06217  1.38992  0.50676

## x
Entry from the OMol25 dataset: a cluster of 2 separate species, C2H2O3 in total (ωB97M-V with the def2-TZVPD basis set).

The value obtained for the frontier orbital gap is 8.74 eV.

Cartesian coordinates (Å):
C  2.12107  -0.68250  -0.12360
C  -0.87560  0.45329  0.09017
O  1.92920  -1.76344  0.15976
O  2.37328  0.41261  -0.39483
O  -1.91966  -0.00868  0.54979
H  -0.87096  1.29578  -0.63127
H  -2.75733  0.29294  0.34998

## y
Entry from the OMol25 dataset: the molecule C2H2O3 (ωB97M-V with the def2-TZVPD basis set).

The value obtained for the frontier orbital gap is 9.17 eV.

Cartesian coordinates (Å):
C  1.05689  -0.25605  0.30845
C  -0.60053  -0.36602  -0.20968
O  1.92636  -0.44613  -0.46736
O  0.82395  0.06695  1.45692
O  -1.25490  0.70592  -0.47091
H  -1.21553  -1.07431  0.34652
H  -0.73624  1.36965  -0.96394

Quick ranking, most stable first: y, w, x.

## w
Entry from the OMol25 dataset: the ion CH4FN2 with charge +1 (ωB97M-V with the def2-TZVPD basis set).

Its SMILES is NC(=[NH2+])F. Its net charge is +1. The value obtained for the frontier orbital gap is 12.93 eV.

Cartesian coordinates (Å):
C  0.42320  0.02403  0.00585
N  -0.20687  1.18965  -0.04398
N  -0.17806  -1.14131  -0.06005
F  1.73001  0.17934  -0.01637
H  -1.28769  1.13465  -0.12373
H  0.23252  1.98623  0.33302
H  -1.07689  -1.42894  0.20312
H  0.36379  -1.94365  -0.29786

## x
Entry from the OMol25 dataset: a cluster of 2 separate species, CH4FN2 in total (ωB97M-V with the def2-TZVPD basis set).

Its net charge is +1. The value obtained for the frontier orbital gap is 11.76 eV.

Cartesian coordinates (Å):
C  -0.54725  -0.01993  0.12656
N  -0.17856  -1.23299  0.11812
N  -0.16221  1.18826  0.15558
F  -2.36873  0.00798  -0.01639
H  0.79922  -1.52028  0.14182
H  -0.87969  -1.97234  0.10118
H  0.81649  1.46786  0.23074
H  -0.85489  1.93698  0.11231

Quick ranking, most stable first: w, x.

## w
Entry from the OMol25 dataset: a cluster of 2 separate species, C2H4ClN2 in total (ωB97M-V with the def2-TZVPD basis set).

Its net charge is +1. The value obtained for the frontier orbital gap (spin up / spin down) is 9.41 / 6.12 eV.

Cartesian coordinates (Å):
C  1.46176  1.08081  -0.68078
C  -0.31698  -0.46310  -0.02340
N  0.51680  0.23867  -0.50903
N  -1.05975  -1.45838  0.23680
Cl  -1.57643  1.43961  1.79684
H  1.73791  1.36549  -1.68866
H  1.97337  1.52545  0.16110
H  -0.98614  -2.33702  -0.27269
H  -1.75054  -1.39154  0.97982

## x
Entry from the OMol25 dataset: the ion C2H4ClN2 with charge +1 (ωB97M-V with the def2-TZVPD basis set).

Its SMILES is C=NC(=[NH2+])Cl. Its net charge is +1. The value obtained for the frontier orbital gap is 9.98 eV.

Cartesian coordinates (Å):
C  -0.90452  -1.65073  0.02147
C  0.62760  0.27479  -0.03840
N  -0.24402  -0.62364  -0.20029
N  0.31879  1.81329  -0.21783
Cl  2.26395  -0.07266  0.10627
H  -1.30118  -2.23055  -0.80751
H  -1.12714  -1.98351  1.03573
H  -0.65064  2.05834  -0.08497
H  1.01715  2.41466  0.18552

Quick ranking, most stable first: x, w.

## w
Entry from the OMol25 dataset: a cluster of 19 separate species, H39O19 in total (ωB97M-V with the def2-TZVPD basis set).

Its net charge is +1. The value obtained for the frontier orbital gap is 9.66 eV.

Cartesian coordinates (Å):
O  -1.79953  -2.38608  -0.56350
H  -3.40054  -1.19595  -2.36240
H  -2.07261  -3.12061  -1.12433
O  0.65749  -4.08998  0.30124
H  0.04977  -4.05448  1.05108
H  -1.00725  2.23556  -1.19340
O  -1.85665  2.48364  3.30273
H  -5.03520  -1.53206  0.66606
H  -3.91418  0.12355  -1.76903
O  -0.04759  2.31136  -1.40457
H  0.06856  -2.10351  -2.58730
H  -2.48510  2.39902  4.02254
O  1.72574  0.49932  -1.63037
H  0.84328  0.89272  -1.43465
H  1.68323  -0.48361  -1.59374
O  -0.02294  0.30010  0.71030
H  2.44655  1.48282  -2.77549
H  -0.32532  -0.26622  4.44520
O  0.71768  -1.88057  -1.91655
H  0.70443  0.81402  4.78432
H  0.50659  -3.25041  -0.13768
O  -3.19156  -0.51408  -1.72367
H  3.17252  0.03739  -2.79834
O  2.94989  -2.78011  -0.05480
H  2.44295  -3.55612  0.18943
H  2.45540  -1.99336  0.16819
O  -1.38948  4.63453  1.86707
H  0.35072  2.51878  -0.57594
H  0.89611  2.54722  -2.67723
O  -0.01139  0.60397  4.17650
H  -1.16371  1.83947  3.51478
H  -1.25572  3.76623  1.47296
O  -4.15368  -1.80931  0.88808
H  -4.22506  -2.69823  1.25385
H  -1.13618  4.41105  2.76935
O  3.39571  1.92367  0.24993
H  -0.74306  -0.31718  0.62644
H  0.69712  -0.13782  1.17642
O  3.37143  0.90242  -3.18025
H  3.95866  1.33071  -2.53858
H  1.08887  2.90319  -4.03990
O  -0.82033  -0.20911  -3.42107
H  -1.68383  0.18676  -3.54256
H  0.23502  -1.62843  -1.12268
O  -0.57574  -3.01074  2.53674
H  -3.10591  1.73590  0.01810
H  0.00378  -2.74489  3.23824
O  -2.15181  1.60417  0.07140
H  -2.59708  -2.24455  -0.01789
H  -2.10717  0.78627  -0.43216
O  1.67601  2.76145  -3.28342
H  4.21348  1.41036  0.16588
H  -0.52808  -0.52248  -4.28336
O  1.92000  -1.07680  2.93070
H  2.60148  -1.30650  3.57528
H  1.78660  -0.14613  3.15161
H  3.83372  2.77953  0.37969
H  -0.56150  -2.33206  1.86195

## x
Entry from the OMol25 dataset: a structure of composition H39O19 (ωB97M-V with the def2-TZVPD basis set).

Its net charge is +1. The value obtained for the frontier orbital gap is 9.94 eV.

Cartesian coordinates (Å):
O  -3.55717  -1.33699  -2.75447
H  3.51130  -0.26682  -1.05738
H  -3.60185  -0.37331  -2.74793
O  -1.69623  3.20368  0.15972
H  -2.45909  2.36469  0.04537
H  -2.63969  -1.33958  4.38443
O  4.05601  1.69953  0.65278
H  -1.13138  0.61620  -2.06474
H  2.85180  -0.40063  -2.30535
O  0.20509  1.63310  0.31723
H  0.11530  1.00335  1.07191
H  4.79026  1.71739  0.18294
O  -0.04378  -1.10409  1.75816
H  -0.08812  -1.59534  2.78997
H  -0.83233  -0.63810  1.54422
O  1.33039  1.64793  -2.40580
H  -1.75794  1.34642  -4.90175
H  1.19830  0.82160  -2.72146
O  0.11822  3.52900  -1.40537
H  0.43329  -4.56214  2.72250
H  -1.25583  3.55802  -0.84653
O  3.70597  -0.23844  -2.03925
H  0.64567  4.40568  -1.46715
O  -3.40320  -0.37188  2.65472
H  -3.97947  -0.34189  3.34444
H  -3.83984  -0.93675  2.05400
O  2.01433  1.77060  1.93989
H  -0.93245  2.26624  0.31956
H  0.75484  2.19682  0.95150
O  0.33959  -3.64758  2.99253
H  3.85607  0.76169  0.59742
H  -0.63672  -3.78698  2.71378
O  -1.74610  1.01229  -1.29974
H  -2.63636  0.85131  -1.78442
H  2.35685  0.99866  1.60542
O  -0.42854  -2.61010  -0.46713
H  2.74563  2.26998  2.26840
H  1.45503  1.60460  -1.43663
O  -1.85669  -1.75162  4.39849
H  -1.50344  -2.19227  3.70315
H  -1.35935  -2.35319  -0.67196
O  -0.47033  3.17123  3.00023
H  -0.12862  3.16261  3.84483
H  0.29881  3.02921  -2.12017
O  -0.13513  -4.17919  -2.42996
H  0.69589  -0.61611  -1.33054
H  0.82345  -3.89558  -2.27158
O  1.09188  -0.89949  -2.12035
H  -4.29282  -1.62073  -2.25045
H  0.97039  -1.90468  -2.32593
O  -1.66238  0.76345  -4.11458
H  -1.53107  -0.14481  -4.14319
H  -0.80414  3.82025  2.43335
O  3.82193  -1.56089  0.92527
H  4.45597  -2.20372  0.57338
H  3.13309  -1.83394  1.35520
H  -0.46345  -2.89629  0.41307
H  -0.90186  -3.62237  -2.23405

Quick ranking, most stable first: w, x.